[1]
An isolated molecule of C20H22N4O4S in a non-equilibrium geometry. Source: OMol25; level of theory: ωB97M-V/def2-TZVPD.

Element x y z (Å)
C: 6.32780 -0.62389 -2.75683
N: 5.42322 -1.23273 -1.81328
C: 5.16610 -0.69681 -0.61130
O: 5.67357 0.31505 -0.17895
C: 4.14403 -1.51407 0.20582
N: 2.79728 -1.35353 -0.30911
N: 2.04091 -0.50338 0.37040
C: 0.81935 -0.25747 0.01997
C: 0.09171 0.68076 0.88599
C: 0.73049 1.82563 1.36060
C: 0.06681 2.70281 2.19385
C: -1.25584 2.48574 2.58091
C: -1.94466 3.42880 3.50870
C: -1.87938 1.34212 2.09525
S: -3.56515 0.87234 2.50844
O: -3.51383 -0.17256 3.48673
O: -4.38003 2.02152 2.79650
N: -4.05095 0.18094 1.03310
C: -5.11763 -0.78424 1.18980
C: -4.32522 1.21096 0.05834
C: -1.21794 0.43880 1.28662
C: 0.23059 -0.86988 -1.14686
C: -1.03756 -0.55879 -1.65550
C: -1.51382 -1.20536 -2.77271
C: -0.74437 -2.16945 -3.42361
C: 0.51975 -2.45933 -2.96714
C: 1.02104 -1.80922 -1.83640
C: 2.38857 -2.07828 -1.40516
O: 3.15377 -2.86027 -1.95904
H: 6.77885 0.24332 -2.27698
H: 5.79428 -0.30476 -3.65448
H: 7.10929 -1.33040 -3.04017
H: 4.89433 -2.04887 -2.10613
H: 4.14508 -1.14229 1.23048
H: 4.40882 -2.57374 0.17062
H: 1.75350 2.00982 1.07177
H: 0.58104 3.57882 2.56049
H: -2.13502 2.93229 4.45957
H: -1.33438 4.31093 3.68581
H: -2.91303 3.72276 3.11150
H: -5.17445 -1.40209 0.29294
H: -4.86993 -1.40404 2.04788
H: -6.08688 -0.30314 1.36248
H: -5.20890 1.80031 0.32723
H: -4.47910 0.74979 -0.91713
H: -3.46498 1.87740 0.01440
H: -1.73713 -0.46187 1.00192
H: -1.63307 0.20046 -1.17434
H: -2.49358 -0.95980 -3.15534
H: -1.13670 -2.67264 -4.29422
H: 1.15335 -3.17844 -3.46346

Computed properties:
Max |F| = 0.024 hartree/bohr
SMILES = CNC(=O)Cn1nc(-c2ccc(C)c(S(=O)(=O)N(C)C)c2)c2ccccc2c1=O
HOMO energy = -8.7 eV
Relative energy (zero: lowest compared OMol25 entry of this formula, charge and spin) = 1.637 eV

The molecule's Mulliken atomic charges, reported in e, are given here:
1. C -0.958
2. N -0.085
3. C 0.759
4. O -0.651
5. C -1.010
6. N 0.741
7. N -0.937
8. C 0.152
9. C 0.244
10. C -0.771
11. C -1.086
12. C 1.036
13. C -1.647
14. C -0.029
15. S 1.386
16. O -0.727
17. O -0.715
18. N 0.170
19. C -1.059
20. C -1.141
21. C -0.406
22. C 0.529
23. C -0.373
24. C -0.746
25. C -0.589
26. C -0.556
27. C -0.037
28. C 0.584
29. O -0.836
30. H 0.340
31. H 0.312
32. H 0.296
33. H 0.229
34. H 0.377
35. H 0.368
36. H 0.555
37. H 0.351
38. H 0.358
39. H 0.394
40. H 0.358
41. H 0.300
42. H 0.399
43. H 0.317
44. H 0.323
45. H 0.358
46. H 0.354
47. H 0.812
48. H 0.623
49. H 0.439
50. H 0.409
51. H 0.487

[2]
An isolated molecule of C20H22N4O4S in a non-equilibrium geometry. Source: OMol25; level of theory: ωB97M-V/def2-TZVPD.

Element x y z (Å)
C: 1.40400 2.49626 7.43064
C: 1.77293 1.98985 6.04190
C: 1.79885 3.12157 5.01837
C: 2.17573 2.63118 3.61399
C: 1.14110 1.69296 3.06402
C: -0.06407 2.18207 2.57405
C: -1.04681 1.33710 2.09548
C: -0.83312 -0.03668 2.09975
N: -1.77729 -0.95775 1.62472
C: -2.99040 -0.72231 1.07988
O: -3.54067 0.34753 0.98441
C: -3.72374 -1.98443 0.60764
S: -2.67829 -3.40723 0.17577
C: -1.84662 -2.70468 -1.16093
N: -2.00264 -1.51575 -1.65017
N: -1.13652 -1.41374 -2.67831
C: -0.50072 -2.53259 -2.76755
C: 0.56705 -2.87962 -3.73980
N: 0.65301 -1.89668 -4.78453
C: 0.35398 -2.22835 -6.07220
O: 0.17832 -3.37462 -6.43611
C: 0.31248 -1.08282 -6.98781
C: 0.08538 -1.05179 -8.34066
C: 0.14282 0.30610 -8.71776
C: 0.39802 1.00086 -7.57283
O: 0.50303 0.17642 -6.52444
O: -0.90197 -3.41602 -1.81717
C: 0.37092 -0.53916 2.58439
C: 1.34308 0.31870 3.06074
H: 1.39413 1.67808 8.14698
H: 0.41705 2.95354 7.41897
H: 2.12158 3.24058 7.76980
H: 1.04927 1.23532 5.72598
H: 2.75602 1.51421 6.07920
H: 0.81501 3.59405 4.98066
H: 2.52141 3.87722 5.33553
H: 3.14533 2.13106 3.65744
H: 2.26786 3.49667 2.95372
H: -0.23782 3.24823 2.56269
H: -1.97364 1.73161 1.71523
H: -1.47557 -1.92453 1.66517
H: -4.37810 -2.33762 1.40666
H: -4.32888 -1.72125 -0.25910
H: 1.52384 -2.96889 -3.20692
H: 0.34578 -3.84273 -4.21631
H: 0.62479 -0.92628 -4.51091
H: -0.09628 -1.90115 -8.96556
H: 0.01182 0.70987 -9.70032
H: 0.52155 2.04966 -7.38578
H: 0.54460 -1.60703 2.58751
H: 2.27241 -0.08702 3.43386

Computed properties:
Max |F| = 0.033 hartree/bohr
SMILES = CCCCc1ccc(NC(=O)CSc2nnc(CNC(=O)c3ccco3)o2)cc1
HOMO energy = -8.4 eV
Relative energy (zero: lowest compared OMol25 entry of this formula, charge and spin) = 1.861 eV

The molecule's Mulliken atomic charges, reported in e, are given here:
1. C -1.377
2. C -0.156
3. C -0.581
4. C -1.384
5. C 0.431
6. C -0.587
7. C -0.569
8. C 0.927
9. N -0.090
10. C 0.655
11. O -0.646
12. C -0.740
13. S -0.253
14. C 0.581
15. N -0.177
16. N -0.483
17. C 0.559
18. C -0.791
19. N -0.193
20. C 0.311
21. O -0.682
22. C 0.468
23. C -0.450
24. C -0.410
25. C -0.404
26. O -0.318
27. O -0.346
28. C -0.669
29. C -0.638
30. H 0.383
31. H 0.338
32. H 0.333
33. H 0.250
34. H 0.268
35. H 0.363
36. H 0.396
37. H 0.380
38. H 0.396
39. H 0.409
40. H 0.513
41. H 0.093
42. H 0.439
43. H 0.372
44. H 0.285
45. H 0.369
46. H 0.364
47. H 0.503
48. H 0.441
49. H 0.452
50. H 0.329
51. H 0.338

[3]
An isolated molecule of C20H22N4O5S in a non-equilibrium geometry. Source: OMol25; level of theory: ωB97M-V/def2-TZVPD.

Element x y z (Å)
C: -0.66073 0.10646 -3.32004
O: 0.63029 -0.17778 -2.82731
C: 1.06605 -1.47154 -2.80944
C: 0.34020 -2.55192 -3.29281
C: 0.88112 -3.82671 -3.25095
C: 2.14076 -4.03760 -2.72516
C: 2.85800 -2.96404 -2.22142
C: 2.34138 -1.68227 -2.25781
C: 3.08167 -0.51900 -1.64232
N: 2.27087 0.08036 -0.59803
C: 2.23211 -0.44152 0.64638
O: 3.09113 -1.15532 1.11757
C: 0.95549 -0.05856 1.39758
C: 1.07683 -0.20725 2.91157
C: -0.27872 0.06611 3.56218
C: -1.32940 -0.89319 3.00037
N: -1.38797 -0.84474 1.55978
S: -2.57727 0.02444 0.83802
O: -2.53586 -0.25091 -0.56632
O: -3.78837 -0.21395 1.56438
C: -2.22886 1.78486 1.04674
C: -2.96164 2.51410 1.93336
C: -2.80565 3.91676 2.08237
C: -1.92418 4.62846 1.32414
C: -1.14722 3.90732 0.39586
N: -0.20996 4.28492 -0.45263
O: 0.20460 3.18587 -1.06338
N: -0.41979 2.08260 -0.65449
C: -1.28963 2.47167 0.25841
C: -0.13273 -1.01250 0.87663
H: -1.43756 -0.30533 -2.66885
H: -0.78994 -0.25829 -4.34300
H: -0.73449 1.19255 -3.31647
H: -0.65062 -2.41125 -3.69373
H: 0.30452 -4.65673 -3.63138
H: 2.55987 -5.03147 -2.69347
H: 3.83284 -3.12244 -1.78535
H: 3.29208 0.24750 -2.39220
H: 4.01266 -0.86224 -1.18883
H: 1.44921 0.55733 -0.94530
H: 0.68927 0.97172 1.15262
H: 1.82961 0.48508 3.29206
H: 1.41098 -1.22006 3.14174
H: -0.21404 -0.06425 4.64295
H: -0.58017 1.09862 3.36207
H: -2.33060 -0.65992 3.36378
H: -1.08003 -1.91929 3.29285
H: -3.69992 1.99202 2.52222
H: -3.42198 4.42285 2.80922
H: -1.80696 5.69592 1.40842
H: -0.33105 -0.85129 -0.18264
H: 0.20380 -2.04618 1.02005

Computed properties:
Max |F| = 0.034 hartree/bohr
SMILES = COc1ccccc1CNC(=O)[C@@H]1CCCN(S(=O)(=O)c2cccc3nonc23)C1
HOMO energy = -8.5 eV
Relative energy (zero: lowest compared OMol25 entry of this formula, charge and spin) = 3.978 eV

The molecule's Mulliken atomic charges, reported in e, are given here:
1. C -0.967
2. O -0.383
3. C 0.971
4. C -0.549
5. C -0.674
6. C -0.705
7. C -0.668
8. C 0.709
9. C -1.201
10. N -0.014
11. C -0.273
12. O -0.702
13. C 1.497
14. C -1.196
15. C -0.336
16. C -0.946
17. N 0.230
18. S 1.206
19. O -0.656
20. O -0.749
21. C -0.151
22. C -0.068
23. C -0.738
24. C -0.752
25. C 0.824
26. N -0.673
27. O -0.024
28. N 0.033
29. C 0.103
30. C -0.999
31. H 0.333
32. H 0.473
33. H 0.224
34. H 0.418
35. H 0.404
36. H 0.393
37. H 0.376
38. H 0.296
39. H 0.475
40. H 0.112
41. H 0.079
42. H 0.412
43. H 0.355
44. H 0.425
45. H 0.242
46. H 0.449
47. H 0.396
48. H 0.541
49. H 0.421
50. H 0.441
51. H 0.295
52. H 0.290

[4]
A structure of composition C20H22N4PdSb. Source: OMol25; level of theory: ωB97M-V/def2-TZVPD.

Element x y z (Å)
Pd: -0.43269 -0.47712 0.43380
C: 0.54950 -0.90956 -5.11230
C: 0.73598 0.45046 -4.91905
C: 0.30629 1.07396 -3.75269
C: -0.33675 0.35103 -2.73218
C: -0.46642 -1.03664 -2.92701
C: -0.04881 -1.64905 -4.09312
N: -0.74343 0.88063 -1.51692
C: -1.26358 2.08994 -1.36241
C: -1.71563 2.96705 -2.41769
C: -2.29948 4.17045 -2.14742
C: -2.48747 4.63773 -0.82240
C: -2.10845 3.83335 0.21328
C: -1.51225 2.57875 -0.01822
N: -1.21468 1.69099 0.96873
N: -1.37411 1.98633 2.18297
C: -1.20336 0.86038 2.99605
C: -0.67031 1.04226 4.27565
C: -0.49847 -0.04909 5.09633
C: -0.90987 -1.30356 4.64501
C: -1.44821 -1.38806 3.37724
N: -1.57685 -0.34760 2.54418
H: 0.87789 -1.38933 -6.02613
H: 1.23660 1.03679 -5.68184
H: 0.51164 2.12524 -3.60229
H: -0.89816 -1.60006 -2.11174
H: -0.17325 -2.71975 -4.21223
H: -1.63437 2.63001 -3.43947
H: -2.64890 4.78136 -2.97363
H: -2.95622 5.59746 -0.64319
H: -2.26851 4.13148 1.24199
H: -0.38064 2.04047 4.57671
H: -0.06019 0.06551 6.08029
H: -0.82004 -2.18500 5.26506
H: -1.79648 -2.34035 2.99205
C: 2.75336 -2.22324 2.78482
Sb: 1.67126 -1.65062 0.99749
C: 3.42803 -1.73616 -0.25383
C: 1.06639 -3.69613 0.60634
H: 3.40337 -3.06937 2.54483
H: 2.04647 -2.51257 3.56519
H: 3.36047 -1.39264 3.15218
H: 3.94177 -2.69187 -0.11460
H: 4.10619 -0.91921 0.00260
H: 3.12263 -1.62632 -1.29583
H: 1.91916 -4.36667 0.45800
H: 0.43465 -3.69651 -0.28060
H: 0.47589 -4.04517 1.45599

Computed properties:
Max |F| = 0.015 hartree/bohr
Charge = -1
HOMO energy = -3.2 eV
Relative energy (zero: lowest compared OMol25 entry of this formula, charge and spin) = 1.227 eV

The molecule's Mulliken atomic charges, reported in e, are given here:
1. Pd -0.402
2. C -0.430
3. C -0.569
4. C -0.282
5. C 0.024
6. C -0.275
7. C -0.618
8. N -0.154
9. C 0.104
10. C -0.630
11. C -0.564
12. C -0.695
13. C -0.286
14. C 0.169
15. N 0.921
16. N -1.241
17. C 0.780
18. C -0.375
19. C -0.383
20. C -0.441
21. C -0.445
22. N -0.472
23. H 0.371
24. H 0.336
25. H 0.555
26. H 0.407
27. H 0.350
28. H 0.520
29. H 0.353
30. H 0.347
31. H 0.402
32. H 0.391
33. H 0.371
34. H 0.400
35. H 0.376
36. C -1.327
37. Sb 0.890
38. C -1.346
39. C -1.275
40. H 0.357
41. H 0.320
42. H 0.375
43. H 0.346
44. H 0.374
45. H 0.356
46. H 0.386
47. H 0.277
48. H 0.351